[1]
ORCA calculation (wB97M-V/def2-TZVPD) on 2 unconnected molecules or ions with the total composition C4H8O3.

Each line ends with the Löwdin charge.
Element x y z (Å)
O  -0.72806  0.54606  -1.04538  -0.036
O  -2.88581  0.67907  -0.33787  0.078
O  1.31060  -0.74097  1.58449  0.038
C  -0.35588  0.36639  0.33812  -0.108
C  0.83002  -0.56353  0.48768  -0.430
C  -2.05727  0.71214  -1.20974  -0.328
C  1.17708  -1.39780  -0.71095  0.002
H  1.72292  -0.74968  -1.40095  0.098
H  -0.26713  1.34394  0.82390  0.108
H  1.78760  -2.24018  -0.38437  0.092
H  0.27296  -1.73830  -1.22674  0.091
H  1.25162  1.91040  2.23260  0.063
H  1.37526  1.18151  2.29630  0.047
H  -2.28857  0.88206  -2.27191  0.149
H  -1.14533  -0.19112  0.82482  0.137

HOMO level = -10.1 eV
LUMO = 0.73 eV
structure (SMILES) = CC(=O)COC=O.[H][H]
HOMO-LUMO gap = 10.877 eV
total energy = -382.8855 a.u.


[2]
ORCA calculation (wB97M-V/def2-TZVPD) on 2 unconnected molecules or ions with the total composition C4H8O3 at a distorted geometry.

Each line ends with the Löwdin charge.
Element x y z (Å)
O  0.63674  0.93414  0.94613  0.077
O  -0.29059  -0.92725  0.03471  0.089
O  0.38162  -2.45839  2.07843  -0.049
C  0.54455  -1.07495  2.28113  -0.163
C  -0.81074  1.72820  -1.74126  -0.078
C  0.03192  0.98380  -2.47822  -0.088
C  0.32232  -0.24069  1.02214  -0.478
H  -0.26561  -2.57275  1.36745  0.083
H  -0.29460  0.47549  -3.40486  0.064
H  -1.86298  1.87918  -2.04612  0.065
H  1.57266  -0.88719  2.64708  0.141
H  -0.17927  -0.67091  3.02269  0.138
H  1.09679  0.89958  -2.18662  0.072
H  -0.44454  2.24180  -0.83337  0.058
H  -0.43828  -0.31007  -0.70931  0.069

HOMO level = -10.2 eV
LUMO = 0.81 eV
structure (SMILES) = O=C(O)CO.C=C
HOMO-LUMO gap = 11.039 eV
total energy = -382.9056 a.u.


[3]
ORCA calculation (wB97M-V/def2-TZVPD) on a single C4H8O3 molecule.

Each line ends with the Löwdin charge.
Element x y z (Å)
O  1.44946  -1.18555  -0.40504  -0.019
O  0.16178  1.24347  0.87964  -0.059
O  1.29821  -0.97237  1.83738  0.054
C  0.01991  -0.99607  -0.50286  -0.102
C  -0.26082  0.52045  -0.30668  -0.364
C  -1.68967  1.05154  -0.55599  -0.039
C  1.94489  -1.06414  0.82009  -0.333
H  -2.09994  1.37361  0.40505  0.079
H  0.38056  0.77162  1.69323  0.073
H  0.38863  0.92471  -1.09330  0.134
H  3.03959  -1.06255  0.77963  0.152
H  -0.50324  -1.67306  0.17522  0.129
H  -1.50524  1.96911  -1.11259  0.074
H  -0.17819  -1.34831  -1.53383  0.142
H  -2.44592  0.44754  -1.07994  0.079

HOMO level = -10.3 eV
LUMO = 0.88 eV
structure (SMILES) = C[C@@H](O)COC=O
HOMO-LUMO gap = 11.131 eV
total energy = -382.9040 a.u.


[4]
ORCA calculation (wB97M-V/def2-TZVPD) on a single C4H8O3 molecule at a distorted geometry.

Each line ends with the Löwdin charge.
Element x y z (Å)
O  0.90766  0.52218  1.14009  -0.034
O  -1.56358  -0.69536  1.89714  0.013
O  -1.41323  -1.25328  -0.24866  -0.059
C  -1.85754  -1.57937  0.91331  -0.154
C  0.73433  0.01141  -0.16390  -0.429
C  -0.73354  -0.02553  -0.59187  -0.115
C  1.52896  0.91674  -1.09508  -0.047
H  -1.27714  0.82560  -0.17096  0.141
H  1.12576  -1.01717  -0.24257  0.152
H  0.21931  0.14815  1.70685  0.060
H  -2.04554  -1.27444  2.49455  0.079
H  -0.82386  -0.01943  -1.67916  0.133
H  1.54393  0.52090  -2.11606  0.084
H  1.09661  1.92372  -1.11007  0.090
H  2.55786  0.99587  -0.73361  0.085

HOMO level = -9.4 eV
LUMO = 0.84 eV
HOMO-LUMO gap = 10.242 eV
total energy = -382.8503 a.u.


[5]
ORCA calculation (wB97M-V/def2-TZVPD) on 2 unconnected molecules or ions with the total composition C4H8O3.

Each line ends with the Löwdin charge.
Element x y z (Å)
O  1.01255  1.31832  1.53776  0.030
O  1.31068  -1.45778  0.23686  0.029
O  2.71114  -0.59417  1.82136  0.077
C  -2.31921  0.61800  -1.54373  -0.060
C  0.32955  -0.46155  0.05681  -0.086
C  2.34978  -1.45455  1.04637  -0.296
C  0.24232  0.75585  0.61064  -0.184
H  2.90082  -2.39301  0.94371  0.153
H  -2.69851  -0.03727  -2.33254  0.027
H  1.70325  0.65793  1.80225  0.052
H  -2.75525  1.61460  -1.65444  0.028
H  -1.23323  0.68617  -1.62062  -0.005
H  -2.57712  0.20579  -0.56216  0.031
H  -0.55306  1.41068  0.25840  0.110
H  -0.42368  -0.86899  -0.60067  0.093

HOMO level = -8.9 eV
LUMO = 0.78 eV
structure (SMILES) = O=CO/C=C\O.C
HOMO-LUMO gap = 9.645 eV
total energy = -382.8916 a.u.


[6]
ORCA calculation (wB97M-V/def2-TZVPD) on 3 unconnected molecules or ions with the total composition C4H8O3 at a distorted geometry.

Each line ends with the Löwdin charge.
Element x y z (Å)
O  -1.48181  -1.98523  1.39192  -0.025
O  -0.74459  0.63600  1.52705  -0.055
O  -0.06114  1.01866  -1.44463  0.011
C  0.04572  -2.85473  -0.17468  0.143
C  -0.99377  -2.02592  0.23892  -0.391
C  1.20893  2.47959  -0.08942  0.174
C  0.85079  1.83697  -1.30885  -0.349
H  -1.45234  1.20530  1.21700  0.042
H  0.50690  2.81986  0.65435  0.061
H  0.11869  -3.73361  0.46122  0.072
H  -1.36622  -1.30743  -0.52274  0.116
H  2.23144  2.83896  -0.03264  0.063
H  -0.96011  -0.29334  1.33097  -0.026
H  0.62833  -2.67747  -1.05828  0.057
H  1.46917  2.04240  -2.19019  0.108

HOMO level = -7.3 eV
LUMO = -4.31 eV
HOMO-LUMO gap = 3.019 eV
total energy = -382.6691 a.u.


[7]
ORCA calculation (wB97M-V/def2-TZVPD) on a single C4H8O3 molecule.

Each line ends with the Löwdin charge.
Element x y z (Å)
O  -0.88628  0.49540  1.79326  -0.067
O  -1.35510  -1.87148  -1.82447  -0.047
O  0.69166  -0.26867  -2.04359  0.086
C  -0.00772  -0.03320  -1.07508  -0.353
C  0.40300  0.81680  1.30542  -0.261
C  0.28119  1.14948  -0.17547  -0.100
C  -1.20574  -0.92981  -0.80544  -0.203
H  -0.79974  0.17609  2.69923  0.097
H  -1.08270  -1.41211  0.17646  0.127
H  -0.52858  1.88415  -0.28485  0.136
H  0.82021  1.69420  1.82198  0.119
H  1.10497  -0.01803  1.45405  0.128
H  -2.09961  -0.29503  -0.71161  0.136
H  -0.60341  -1.72134  -2.42403  0.078
H  1.21175  1.59783  -0.53633  0.127

HOMO level = -10.2 eV
LUMO = 0.61 eV
structure (SMILES) = O=C(CO)CCO
HOMO-LUMO gap = 10.772 eV
total energy = -382.9157 a.u.


[8]
ORCA calculation (wB97M-V/def2-TZVPD) on a single C4H8O3 molecule at a distorted geometry.

Each line ends with the Löwdin charge.
Element x y z (Å)
O  1.18380  1.42680  -0.57077  -0.116
O  -0.05553  -1.56003  -0.08169  0.108
O  -1.79637  -0.83254  -1.31883  -0.022
C  -0.86188  0.67622  0.37513  -0.044
C  0.62737  1.00970  0.74407  -0.347
C  -0.84000  -0.71484  -0.23666  -0.481
C  1.50342  -0.09235  1.31120  -0.038
H  2.03428  0.26690  2.08348  0.027
H  1.51299  0.78270  -1.19620  0.074
H  -1.10805  1.31245  -0.60894  0.171
H  -1.47722  0.91816  1.21707  0.110
H  0.79442  -0.97063  1.58586  0.115
H  2.16148  -0.40999  0.44701  0.110
H  0.65778  2.08888  1.16644  0.168
H  -1.80433  -1.53462  -2.08694  0.164

HOMO level = -10.2 eV
LUMO = 0.69 eV
structure (SMILES) = C[C@@H](O)CC(=O)O
HOMO-LUMO gap = 10.861 eV
total energy = -382.8655 a.u.


[9]
ORCA calculation (wB97M-V/def2-TZVPD) on 2 unconnected molecules or ions with the total composition C4H8O3P at a distorted geometry.

Each line ends with the Löwdin charge.
Element x y z (Å)
P  1.54789  0.03476  -0.16044  0.384
O  2.30657  1.26226  -0.15372  -0.352
O  1.48214  -0.76185  -1.37759  -0.376
O  2.09127  -0.88853  1.15471  -0.329
C  -2.06183  2.17133  -1.41999  -0.084
C  1.83784  -2.10967  1.66157  -0.244
C  -1.39048  0.44843  0.06473  -0.082
C  -1.80611  0.89499  -1.22490  -0.325
H  -1.21689  1.23031  0.68715  -0.015
H  -1.88110  3.04953  -0.72380  0.068
H  2.46790  -2.90547  1.08832  0.103
H  0.78717  -2.43773  1.53013  0.069
H  2.00042  -2.11177  2.74857  0.069
H  -2.50636  2.45633  -2.40146  0.035
H  -1.51764  -0.52196  0.45299  0.005
H  -2.14079  0.18905  -1.92624  0.072

HOMO level (alpha / beta) = -3.4 / -2.7 eV
LUMO (alpha / beta) = 3.79 / 3.69 eV
net charge = -1
HOMO-LUMO gap (alpha / beta) = 7.187 / 6.398 eV
total energy = -724.2864 a.u.


[10]
ORCA calculation (wB97M-V/def2-TZVPD) on a molecular structure, C4H8O3Rb at a distorted geometry.

Each line ends with the Löwdin charge.
Element x y z (Å)
Rb  -0.21944  -2.02536  0.97250  1.034
O  1.87699  1.32311  1.29427  -0.126
O  0.53874  1.08901  1.61826  -0.223
O  -1.52843  0.27851  1.70994  -0.131
C  -1.52142  1.18851  2.56582  -0.163
C  3.39139  2.23841  -0.25401  -0.063
C  -0.25277  1.90783  2.71303  -0.022
C  1.94409  2.22634  0.18163  -0.247
H  3.50142  2.94081  -1.08967  0.090
H  4.04830  2.54745  0.56935  0.088
H  3.70259  1.23899  -0.58605  0.084
H  1.59447  3.21236  0.51998  0.123
H  -0.36134  2.96758  2.44147  0.142
H  0.20522  1.71909  3.69491  0.142
H  1.28561  1.89936  -0.63579  0.124
H  -2.44008  1.78468  2.70498  0.147

HOMO level = -13.1 eV
LUMO = -3.52 eV
net charge = +1
HOMO-LUMO gap = 9.601 eV
total energy = -406.6635 a.u.


For each record above, in turn, the calculated energy above the lowest of the compared OMol25 structures with the same formula, charge and spin values are 208.4 155.5 159.7 300.6 192.3 776.3 129.0 260.7 281.4 168.0 kJ/mol.